(A)
Molecular formula: C6H17N3
Method: DFT, wB97M-V/def2-TZVPD

The value obtained for the LUMO energy is 0.0362 Eh. Its molar mass is 131.2 g/mol. The value obtained for the HOMO energy is -9.27 eV. Its charge is 0. The calculation puts the orbital gap at 10.2572 eV. The spin multiplicity is 1.

Atoms and positions in Å:
C1 -1.489 -1.282 0.796
C2 -1.503 -1.340 -0.730
C3 -0.072 -1.069 1.322
N1 -1.988 -2.551 1.313
H1 -2.114 -0.426 1.120
H2 -1.994 -2.543 2.327
H3 -2.936 -2.716 0.995
H4 -2.518 -1.477 -1.094
H5 -0.903 -2.182 -1.064
H6 -1.106 -0.420 -1.150
H7 0.359 -0.161 0.910
H8 -0.075 -0.988 2.407
H9 0.547 -1.919 1.046
C4 -0.621 2.422 -0.679
C5 2.297 -0.278 -1.583
N2 -0.177 1.823 -1.679
C6 2.524 0.811 -0.679
N3 2.699 1.689 0.035
H10 0.437 2.377 -2.276
H11 1.967 3.029 1.991
H12 -1.279 1.876 -0.013
H13 1.646 3.518 2.514
H14 -0.407 3.455 -0.398
H15 3.005 -0.223 -2.410
H16 2.425 -1.222 -1.056
H17 1.275 -0.205 -1.962

***

(B)
Molecular formula: C6H17N3
Method: DFT, wB97M-V/def2-TZVPD

The value obtained for the LUMO energy (alpha / beta) is 0.0375 / 0.0375 Eh. Its molar mass is 131.2 g/mol. The value obtained for the HOMO energy (alpha / beta) is -6.71 / -6.70 eV. Its charge is 0. The calculation puts the orbital gap (alpha / beta) at 7.7251 / 7.7245 eV. The spin multiplicity is 1.

Atoms and positions in Å:
C1 1.418 -1.025 -0.478
C2 2.013 1.992 1.303
C3 1.529 -0.746 -1.936
C4 1.043 -2.390 -0.003
N1 1.764 1.200 0.136
N2 1.559 -0.056 0.386
H1 1.471 -0.342 1.379
H2 1.529 1.583 2.206
H3 1.629 2.999 1.123
H4 3.090 2.074 1.508
H5 2.293 -1.380 -2.397
H6 0.015 -2.631 -0.309
H7 0.586 -0.936 -2.437
H8 1.798 0.294 -2.061
H9 1.698 -3.142 -0.440
H10 1.107 -2.467 1.079
C5 -1.898 0.279 0.381
C6 -2.974 1.366 0.453
N3 -2.089 -0.697 -0.681
H11 -3.001 -1.139 -0.586
H12 -2.070 -0.229 -1.583
H13 -1.864 -0.270 1.329
H14 -0.924 0.751 0.217
H15 -3.003 1.930 -0.473
H16 -3.954 0.928 0.620
H17 -2.764 2.054 1.264

***

According to the calculations, the structures order from most to least stable as (A), (B).

***

(A)
Molecular formula: ClH18O9
Method: DFT, wB97M-V/def2-TZVPD

The value obtained for the LUMO energy is 0.1117 Eh. Its molar mass is 197.6 g/mol. The value obtained for the HOMO energy is -7.39 eV. Its charge is -1. The calculation puts the orbital gap at 10.4289 eV. The spin multiplicity is 1.

Atoms and positions in Å:
Cl1 0.027 0.224 -0.122
O1 1.514 2.558 2.004
H1 2.253 2.932 1.516
H2 1.116 1.932 1.382
O2 -2.757 2.118 0.326
H3 -2.020 1.486 0.339
H4 -2.364 2.938 0.639
O3 -1.784 -0.557 -3.163
H5 -1.746 0.317 -3.560
H6 -1.168 -0.513 -2.415
O4 -2.863 -1.916 0.096
H7 -2.087 -1.346 0.193
H8 -2.511 -2.808 0.169
O5 1.403 -1.961 -2.307
H9 2.115 -1.369 -2.567
H10 1.036 -1.529 -1.521
O6 -1.009 0.073 3.015
H11 -0.937 0.929 3.448
H12 -0.509 0.180 2.190
O7 1.228 -2.659 2.033
H13 1.590 -3.493 1.717
H14 0.821 -2.260 1.250
O8 0.461 2.645 -2.440
H15 -0.200 2.225 -2.996
H16 0.328 2.229 -1.575
O9 2.991 -0.792 0.519
H17 2.125 -0.349 0.452
H18 2.948 -1.234 1.376

***

(B)
Molecular formula: ClH18O9
Method: DFT, wB97M-V/def2-TZVPD

The value obtained for the LUMO energy is 0.0936 Eh. Its molar mass is 197.6 g/mol. The value obtained for the HOMO energy is -4.90 eV. Its charge is -1. The calculation puts the orbital gap at 7.4482 eV. The spin multiplicity is 1.

Atoms and positions in Å:
Cl1 -0.038 -0.286 0.069
O1 -3.361 -4.170 1.047
H1 -3.697 -3.957 0.177
H2 -2.509 -3.735 1.089
O2 4.550 1.969 -1.810
H3 4.684 1.414 -2.579
H4 3.642 1.807 -1.553
O3 0.650 2.574 -4.447
H5 0.422 3.281 -3.845
H6 0.525 1.774 -3.937
O4 -4.595 -0.820 -1.872
H7 -3.754 -0.927 -1.428
H8 -4.773 -1.677 -2.260
O5 -4.990 0.926 2.325
H9 -5.858 0.595 2.091
H10 -4.381 0.336 1.879
O6 4.436 -1.080 2.752
H11 5.137 -1.044 2.101
H12 3.637 -1.203 2.239
O7 -1.129 0.854 5.163
H13 -0.876 0.531 4.298
H14 -1.780 1.532 4.985
O8 2.178 4.405 1.190
H15 1.651 4.263 0.404
H16 2.067 3.603 1.702
O9 2.573 -3.742 -3.611
H17 2.095 -3.506 -2.816
H18 3.495 -3.717 -3.352

***

(C)
Molecular formula: ClH18O9
Method: DFT, wB97M-V/def2-TZVPD

The value obtained for the LUMO energy is 0.1031 Eh. Its molar mass is 197.6 g/mol. The value obtained for the HOMO energy is -7.44 eV. Its charge is -1. The calculation puts the orbital gap at 10.2486 eV. The spin multiplicity is 1.

Atoms and positions in Å:
Cl1 -9.193 21.687 -10.979
O1 -7.541 23.685 -8.560
H1 -7.902 23.125 -9.262
H2 -7.000 24.323 -9.037
O2 -11.642 21.669 -8.896
H3 -12.384 21.441 -9.467
H4 -10.911 21.875 -9.516
O3 -11.284 24.381 -10.942
H5 -11.958 23.746 -10.680
H6 -10.483 23.842 -11.057
O4 -9.799 18.269 -11.043
H7 -10.155 19.095 -11.395
H8 -9.678 18.442 -10.107
O5 -7.154 19.455 -9.473
H9 -7.992 19.656 -9.045
H10 -7.041 20.182 -10.096
O6 -11.963 20.315 -12.031
H11 -12.504 20.889 -12.583
H12 -11.148 20.827 -11.863
O7 -9.938 23.331 -14.152
H13 -10.886 23.177 -14.198
H14 -9.720 23.196 -13.218
O8 -6.178 23.216 -11.357
H15 -6.899 22.566 -11.304
H16 -6.320 23.651 -12.205
O9 -7.521 20.324 -13.474
H17 -8.024 20.612 -12.691
H18 -6.930 19.642 -13.140

***

According to the calculations, the structures order from most to least stable as (C), (A), (B).

***

(A)
Molecular formula: C10H10N3O
Method: DFT, wB97M-V/def2-TZVPD

As for the SMILES: O=c1[nH]cc2ccccc2cc[nH+][nH]1. The value obtained for the LUMO energy is -0.1896 Eh. Its molar mass is 188.2 g/mol. The value obtained for the HOMO energy is -12.97 eV. Its charge is +1. The calculation puts the orbital gap at 7.8148 eV. The spin multiplicity is 1.

Atoms and positions in Å:
O1 -3.902 -1.248 -0.867
C1 -3.048 -0.609 -0.380
N1 -1.632 -0.891 -0.570
C2 -0.710 -1.111 0.445
C3 0.702 -0.777 0.190
C4 1.758 -1.735 0.493
C5 3.025 -1.361 0.270
C6 3.291 -0.230 -0.533
C7 2.297 0.539 -0.974
C8 0.955 0.392 -0.508
C9 -0.009 1.523 -0.529
C10 -1.053 1.872 0.249
N2 -1.844 1.048 1.038
N3 -3.017 0.512 0.384
H1 -1.156 -0.657 -1.446
H2 -1.009 -1.560 1.503
H3 1.633 -2.637 1.152
H4 3.811 -2.073 0.420
H5 4.328 -0.174 -0.640
H6 2.524 1.474 -1.560
H7 0.432 2.439 -1.085
H8 -1.377 2.933 0.333
H9 -2.122 1.551 1.854
H10 -3.876 0.779 0.761

***

(B)
Molecular formula: C10H10N3O
Method: DFT, wB97M-V/def2-TZVPD

As for the SMILES: C=[N+]1C(=O)N=N[C@H]1c1cccc(C)c1. The value obtained for the LUMO energy is -0.2338 Eh. Its molar mass is 188.2 g/mol. The value obtained for the HOMO energy is -12.66 eV. Its charge is +1. The calculation puts the orbital gap at 6.2960 eV. The spin multiplicity is 1.

Atoms and positions in Å:
C1 0.668 2.705 -1.281
N1 1.278 1.616 -1.385
C2 2.733 1.522 -1.132
O1 3.355 2.441 -0.832
N2 3.083 0.212 -1.351
N3 2.146 -0.552 -1.705
C3 0.903 0.078 -1.741
C4 -0.016 -0.558 -0.661
C5 -0.408 -1.886 -0.941
C6 -1.095 -2.599 0.087
C7 -1.441 -2.071 1.247
C8 -1.163 -0.737 1.478
C9 -1.633 0.115 2.660
C10 -0.376 -0.045 0.548
H1 -0.380 2.756 -1.087
H2 1.296 3.610 -1.187
H3 0.405 -0.047 -2.704
H4 -0.178 -2.559 -1.798
H5 -1.455 -3.665 -0.038
H6 -2.038 -2.496 2.017
H7 -1.041 0.999 2.955
H8 -2.642 0.608 2.299
H9 -1.831 -0.398 3.608
H10 -0.171 0.949 0.942

***

According to the calculations, the structures order from most to least stable as (A), (B).

***

(A)
Molecular formula: C2H5NO4
Method: DFT, wB97M-V/def2-TZVPD

As for the SMILES: O=CNC(=O)O.O. The value obtained for the LUMO energy is 0.0049 Eh. Its molar mass is 107.1 g/mol. The value obtained for the HOMO energy is -11.09 eV. Its charge is 0. The calculation puts the orbital gap at 11.2277 eV. The spin multiplicity is 1.

Atoms and positions in Å:
O1 0.963 2.683 -1.371
C1 0.531 1.570 -1.241
N1 0.917 0.720 -0.203
C2 2.113 0.793 0.546
O2 2.607 -0.183 1.027
O3 2.715 1.986 0.560
H1 -0.203 1.034 -1.859
H2 0.226 0.085 0.166
H3 2.108 2.644 0.166
O4 -4.425 -3.723 0.767
H4 -3.675 -3.195 1.086
H5 -3.877 -4.413 0.358

***

(B)
Molecular formula: C2H5NO4
Method: DFT, wB97M-V/def2-TZVPD

The value obtained for the LUMO energy is 0.0181 Eh. Its molar mass is 107.1 g/mol. The value obtained for the HOMO energy is -10.20 eV. Its charge is 0. The calculation puts the orbital gap at 10.6945 eV. The spin multiplicity is 1.

Atoms and positions in Å:
C1 -0.676 -0.058 0.673
C2 0.570 0.232 -0.155
N1 -0.251 -0.363 -1.304
O1 -1.242 1.008 1.063
O2 -0.892 -1.234 1.217
O3 1.675 -0.533 0.201
O4 0.717 1.547 -0.203
H1 -0.378 1.814 0.505
H2 -1.731 -1.218 1.706
H3 2.444 -0.039 -0.111
H4 -0.155 0.194 -2.145
H5 -0.082 -1.350 -1.447

***

(C)
Molecular formula: C2H5NO4
Method: DFT, wB97M-V/def2-TZVPD

As for the SMILES: C[C@@]1([O-])O[N+]1(O)O. The value obtained for the LUMO energy is 0.0184 Eh. Its molar mass is 107.1 g/mol. The value obtained for the HOMO energy is -9.79 eV. Its charge is 0. The calculation puts the orbital gap at 10.2934 eV. The spin multiplicity is 1.

Atoms and positions in Å:
C1 -1.665 -0.388 0.024
C2 -0.295 -0.688 -0.375
O1 0.246 -1.746 -0.201
O2 0.322 0.278 -1.170
N1 0.933 0.459 0.121
O3 2.223 0.118 0.104
O4 0.637 1.650 0.599
H1 -1.897 0.616 0.033
H2 -2.304 -0.982 -0.634
H3 -1.771 -0.782 1.167
H4 2.200 -0.913 -0.021
H5 1.370 2.379 0.353

***

According to the calculations, the structures order from most to least stable as (A), (B), (C).